# 1
Below is a 2-piece molecular cluster, C9H14O overall in a non-equilibrium geometry, with properties calculated with ωB97M-V/def2-TZVPD.

The geometry in XYZ format:
```
24
Properties=species:S:1:pos:R:3:forces:R:3:lowdin_charge:R:1
C 1.480133 -1.782572 -1.261708 0.032 -0.181 -0.247 -0.06
C 1.821658 -0.716600 0.961104 -2.048 1.256 1.499 -0.08
C 1.328311 -0.577217 -0.294477 0.577 -1.187 -1.169 -0.31
C 1.394523 0.184936 1.948666 0.303 1.249 1.168 -0.01
C 0.553963 1.284798 1.632164 0.277 -0.426 -0.828 -0.33
C 0.719694 0.628508 -0.615680 -2.192 0.111 -3.084 -0.07
C 0.190185 1.527244 0.298350 1.009 -0.227 0.595 -0.02
O 0.026012 2.231334 2.461468 0.551 -0.808 2.698 0.02
H 2.198848 -1.645647 1.248260 1.152 -1.171 0.543 0.09
H 1.800168 0.086508 2.986901 -0.625 0.030 -0.886 0.12
H 2.517396 -2.262749 -1.164659 -1.376 0.937 -0.481 0.09
H 1.236510 -1.395441 -2.275943 0.673 -0.536 0.366 0.07
H 0.426664 0.744103 -1.716731 0.397 -0.012 1.569 0.13
H 0.157209 1.975915 3.425187 -0.157 0.444 -1.798 0.14
H -0.424005 2.439211 0.114329 0.667 -1.018 -0.283 0.13
H 0.757486 -2.664817 -1.121727 0.722 1.524 0.317 0.09
C -2.468276 -1.212309 -2.631430 -1.188 -0.430 1.706 -0.14
C -3.466150 -0.850591 -1.526986 -1.739 -0.378 -0.815 -0.17
H -2.384665 -0.374071 -3.285562 0.534 0.322 -0.651 0.05
H -1.581895 -1.416399 -2.040415 0.645 -0.231 -0.797 0.04
H -2.861896 -2.105425 -3.129456 0.537 0.266 -0.212 0.07
H -3.078464 -0.387042 -0.674526 1.131 0.582 1.297 0.03
H -4.269519 -0.190049 -1.806461 -0.183 0.628 -0.768 0.05
H -4.071207 -1.679700 -1.189225 0.301 -0.745 0.260 0.06
```
Forces are in eV/Å.

The calculation puts the energy above the lowest of the compared OMol25 structures with the same formula, charge and spin at 1.3416 eV. The value obtained for the calculated total energy is -11606.2951 eV. Its molar mass is 138.21 g mol⁻¹. As for the spin multiplicity: 1. As for the SMILES: Cc1ccc(O)cc1.CC. The calculation puts the LUMO energy at 0.82 eV. The value obtained for the HOMO energy is -0.308 hartree.

=====

# 2
Below is a 2-piece molecular cluster, C9H14O overall in a non-equilibrium geometry, with properties calculated with ωB97M-V/def2-TZVPD.

The geometry in XYZ format:
```
24
Properties=species:S:1:pos:R:3:forces:R:3:lowdin_charge:R:1
C 0.206773 0.725485 3.098940 -0.991 -0.371 0.711 -0.17
C 1.480230 -0.079887 3.213222 0.727 0.041 -0.417 -0.17
H -0.006812 1.126148 4.091024 -0.089 0.200 0.024 0.06
H 0.150757 1.558851 2.403974 0.493 -0.081 -0.213 0.05
H -0.645412 0.069373 2.898997 0.051 0.066 -0.276 0.06
H 1.951167 -0.346613 2.262495 -0.084 0.346 -0.075 0.05
H 1.314512 -1.043710 3.680557 -0.236 -0.070 0.366 0.06
H 2.205898 0.463453 3.823420 0.129 -0.133 -0.165 0.06
C -0.992385 -2.314188 -2.651526 1.138 -0.450 -0.182 -0.06
C 1.026175 0.446519 -0.995957 -0.670 0.499 0.870 -0.02
C 0.031723 1.431926 -0.836695 0.842 -1.159 -0.607 -0.34
C 0.698518 -0.788162 -1.508653 -0.141 0.254 -0.001 -0.05
C -0.596048 -1.026304 -1.967167 -1.099 -0.580 -0.138 -0.29
C -1.259778 1.178934 -1.262976 -0.128 0.418 -0.085 -0.02
C -1.590954 -0.064517 -1.814429 1.018 0.610 0.434 -0.04
O 0.470512 2.575455 -0.260943 0.347 0.343 0.225 0.05
H 1.989712 0.665124 -0.554511 0.139 -0.088 -0.217 0.12
H 1.455465 -1.562343 -1.492030 -0.082 -0.099 -0.333 0.11
H -1.951768 2.015989 -1.210291 -0.317 -0.320 0.104 0.11
H -0.183045 3.269819 -0.254828 -0.489 0.164 -0.073 0.10
H -1.271277 -2.140777 -3.691535 -0.176 0.105 0.038 0.08
H -1.771937 -2.905703 -2.175533 -0.151 0.265 0.192 0.08
H -2.606978 -0.299411 -2.092038 -0.079 0.123 -0.193 0.11
H -0.105050 -2.955460 -2.703515 -0.153 -0.082 0.010 0.07
```
Forces are in eV/Å.

The calculation puts the energy above the lowest of the compared OMol25 structures with the same formula, charge and spin at 0.3377 eV. The value obtained for the calculated total energy is -11607.2990 eV. Its molar mass is 138.21 g mol⁻¹. As for the spin multiplicity: 1. As for the SMILES: Cc1ccc(O)cc1.CC. The calculation puts the LUMO energy at 0.83 eV. The value obtained for the HOMO energy is -0.306 hartree.

=====

# 3
Below is a 2-piece molecular cluster, C9H14O overall in a non-equilibrium geometry, with properties calculated with ωB97M-V/def2-TZVPD.

The geometry in XYZ format:
```
24
Properties=species:S:1:pos:R:3:forces:R:3:lowdin_charge:R:1
C -3.197062 -1.081670 -0.720657 -0.180 0.647 -0.605 -0.15
C -2.488804 0.148922 -1.318651 0.982 -0.183 -0.118 -0.16
H -2.573775 -1.598967 0.007500 -0.016 -0.036 -0.121 0.06
H -4.106908 -0.765210 -0.237263 -0.334 -0.022 0.390 0.05
H -3.500048 -1.762568 -1.509851 0.050 -0.271 0.020 0.06
H -1.575249 0.302767 -0.755772 0.130 0.353 0.216 0.02
H -3.023502 1.100593 -1.332679 -0.303 -0.297 0.182 0.06
H -2.108009 -0.003576 -2.334251 -0.341 -0.206 -0.003 0.06
C 1.798156 -1.952018 1.619865 -0.086 -0.907 -0.361 -0.06
C 2.225928 1.111663 -0.585890 -0.427 -0.386 0.028 -0.02
C 2.445580 -0.115275 0.034178 0.324 0.717 -0.303 -0.05
C 1.105727 1.855180 -0.228539 0.839 0.175 0.380 -0.33
C 1.585317 -0.600284 1.008337 -0.280 -0.415 0.104 -0.29
C 0.298852 1.424846 0.813413 -0.471 0.299 -0.914 -0.03
C 0.483733 0.168128 1.374198 0.006 0.340 -0.355 -0.05
O 0.864757 3.107010 -0.763635 -0.272 -0.038 -0.374 0.02
H 2.900494 1.441955 -1.363976 -0.001 0.163 0.009 0.11
H 3.349517 -0.630738 -0.271334 -0.159 -0.360 0.194 0.11
H 0.765740 3.057147 -1.727362 0.184 -0.083 0.412 0.11
H -0.541494 2.093722 0.984193 -0.054 -0.400 0.474 0.12
H 1.051756 -2.210083 2.369413 0.089 0.289 0.210 0.07
H 2.793088 -2.068963 2.030054 0.210 0.192 0.383 0.07
H -0.288895 -0.242372 2.010597 0.198 0.049 0.350 0.11
H 1.735103 -2.780209 0.898113 -0.087 0.378 -0.197 0.08
```
Forces are in eV/Å.

The calculation puts the energy above the lowest of the compared OMol25 structures with the same formula, charge and spin at 0.4784 eV. The value obtained for the calculated total energy is -11607.1583 eV. Its molar mass is 138.21 g mol⁻¹. As for the spin multiplicity: 1. As for the SMILES: Cc1ccc(O)cc1.CC. The calculation puts the LUMO energy at 0.86 eV. The value obtained for the HOMO energy is -0.318 hartree.